61
Properties=species:S:1:pos:R:3:mulliken_charge:R:1 method="wB97M-V/def2-TZVPD" e_lumo_ev=-4.49 largest_force_ha_per_bohr=0.082 homo_energy_ev=-5.600 e_tot_ev=-259563.806
Br 1.1365 -0.3028 -6.1453 -0.005
Br -1.0887 1.8600 -6.9780 -0.012
Br 1.8932 2.8181 -6.2663 0.019
Cl 2.5154 4.3220 -0.6168 -0.511
F -1.1347 -2.8428 3.7984 -0.887
O 8.1256 3.2668 -1.2276 -0.673
O 4.8189 0.4606 -1.7437 -0.416
O 6.6424 -0.7081 -1.7355 -0.675
O 1.0313 0.7125 0.2704 -0.310
O -5.1454 -4.1777 0.5365 -0.467
O 6.3308 0.8096 -0.2307 -0.564
O 2.9204 0.9164 -2.0046 -0.037
N -6.5189 -1.8152 1.7816 -0.096
N 4.6207 3.0236 3.2203 -0.433
N 5.9346 0.1851 -1.2375 0.699
C 1.0952 -0.6925 0.1436 -0.800
C 5.6442 2.5044 3.1292 0.414
C -3.5989 -0.3603 1.6013 -0.454
C 1.8126 0.8275 -2.8799 -0.374
C 0.7959 1.4031 -7.0078 -0.343
C 2.3319 1.3095 0.3391 -0.339
C -6.1073 0.5054 2.0125 -0.648
C 2.7324 1.9265 -0.9957 -0.821
C -4.5588 -5.3151 1.1626 -0.572
C -4.8232 -0.2748 2.6301 0.266
C -6.6123 -0.5862 0.9210 -0.070
C 6.9463 1.8425 3.0133 -0.635
C -5.5507 -1.7208 2.7069 -0.119
C -2.3029 -0.8035 1.9820 -0.409
Li -9.3141 -0.8775 0.0787 0.562
Li 1.9503 -1.4210 -2.5549 1.011
H 3.6897 2.4302 -0.8741 0.447
H -7.1665 -2.5940 1.5969 0.380
H -5.9624 1.5735 1.6501 0.364
H -2.1294 -1.7850 2.5772 0.229
H -7.6084 -0.3946 0.3867 -0.459
H 7.4525 2.6104 -0.9962 0.351
H 7.6360 3.9409 -1.7130 0.302
H 1.0808 1.2928 -8.0526 0.357
H 7.0072 1.2295 2.1096 0.167
H -5.5718 -3.6587 1.2272 0.261
H -6.9376 0.4135 2.8004 0.298
H -5.3354 -5.9089 1.6514 0.258
H 1.8177 1.6704 -3.5754 0.099
H -3.8183 -4.9907 1.8977 0.302
H 1.8137 -1.0034 -0.6268 0.166
H -5.8422 -0.7433 0.0787 0.322
H 3.0771 0.5793 0.6733 0.249
H -1.3649 -0.2100 1.6656 0.179
H 0.8596 0.8035 -2.3386 0.437
H 2.2810 2.1026 1.0884 0.361
H -3.8315 -0.0504 0.5195 0.181
H -5.2394 -2.5143 3.4686 0.488
H -4.0684 -5.9210 0.4014 0.219
H 0.1027 -1.0557 -0.1360 0.281
H 7.7635 2.5662 2.9691 0.245
H 1.3734 -1.1379 1.1032 0.376
H -4.6474 0.1932 3.6566 0.436
H 1.9917 2.6783 -1.3235 0.386
H 1.9134 -0.0977 -3.4535 -0.257
H 7.1406 1.1860 3.8651 0.275

***

60
Properties=species:S:1:pos:R:3:mulliken_charge:R:1 method="wB97M-V/def2-TZVPD" total_charge=-2 e_lumo_ev=3.79 largest_force_ha_per_bohr=0.022 homo_energy_ev=-2.138 e_tot_ev=-53383.015
Cs 0.7131 1.5099 -1.6328 1.421
S 1.9248 1.8697 1.5705 0.730
O 0.4785 1.6559 1.1692 -0.624
O 2.0814 3.2614 2.0675 -0.861
O -0.0918 -0.0675 -4.9331 -0.768
O 0.4912 -2.7090 1.2487 -0.298
O 2.7218 1.6517 0.3240 -0.813
O -1.1460 -0.8898 -1.2677 -0.330
O 3.9667 -1.9733 0.4328 -0.516
O 2.3083 0.9104 2.6164 -0.721
O -1.1080 3.4800 -0.8750 -0.803
O -2.4382 1.3113 -0.4138 -0.208
O 1.7874 0.8143 -4.0670 -0.820
N -1.1870 4.3036 1.2303 0.011
N 0.4998 -2.5000 -3.7336 -0.748
N -2.6641 -2.3242 -0.3867 0.255
C 1.5704 -1.5772 -4.1506 -0.177
C 1.0463 -0.1357 -4.4175 0.561
C 2.5798 -1.6769 0.4454 1.341
C -2.3740 2.2055 0.6619 -0.551
C -1.1560 3.9263 2.6456 -0.792
C 1.9007 -2.8113 1.1882 -0.793
C -0.1247 5.2519 0.8760 -0.940
C -3.6897 -2.5706 0.6047 -0.952
C 0.0547 -1.5473 1.9445 -0.499
C -1.8803 -3.4881 -0.7789 -0.687
C -2.9913 0.0758 -0.0638 -0.976
C -2.1634 -1.0736 -0.6417 0.399
C -1.5089 3.3978 0.2729 0.609
C 4.7458 -0.8734 -0.0099 -0.522
H -1.2842 4.8294 3.2452 0.326
H -2.5403 -4.2265 -1.2397 0.362
H -4.0173 0.0121 -0.4480 0.244
H -0.1945 3.4541 2.8644 0.177
H 2.4042 -0.7356 0.9648 -0.447
H -0.2219 6.1272 1.5196 0.311
H 0.2079 -0.6232 1.3820 0.146
H 2.1218 -3.7661 0.7070 0.234
H -1.0161 -1.6827 2.1296 0.165
H -1.9370 1.7047 1.5289 0.414
H -3.3073 -2.4948 1.6301 0.278
H -1.1281 -3.1726 -1.4953 -0.025
H 4.7697 -0.8479 -1.1079 0.216
H -4.0705 -3.5814 0.4655 0.328
H -1.3600 -3.9222 0.0783 0.351
H 0.8415 4.7617 1.0373 0.314
H -1.9710 3.2416 2.8740 0.292
H 2.2019 -1.5955 -0.5856 -0.130
H 0.5801 -1.4460 2.8999 0.392
H 4.3408 0.0747 0.3502 0.208
H 2.0009 -1.9320 -5.0942 0.278
H -4.5272 -1.8825 0.4924 0.329
H 5.7594 -1.0278 0.3655 0.259
H -0.2376 5.5365 -0.1659 0.292
H -3.3429 2.6537 0.9505 0.345
H -0.2989 -2.2232 -4.3009 0.368
H 0.2375 -2.2061 -2.7963 0.134
H -3.0379 -0.0529 1.0239 0.494
H 2.3717 -1.5555 -3.4124 0.073
H 2.3081 -2.8285 2.2105 0.344

***

59
Properties=species:S:1:pos:R:3:mulliken_charge:R:1 method="wB97M-V/def2-TZVPD" de_lowest_kcal_mol=312.4 e_lumo_ev=-1.12 largest_force_ha_per_bohr=0.128 homo_energy_ev=-8.678 e_tot_ev=-60866.299
P -2.7774 -1.7455 2.1459 0.417
P -4.6134 2.7898 3.3188 0.912
F -5.2468 1.9988 4.5026 -0.351
F -4.3064 3.9390 4.3255 -0.333
F -3.9124 1.3983 3.3239 -0.219
F -3.2586 3.4074 2.8592 -0.346
F -4.9492 2.5512 1.8159 -0.336
F -6.0081 3.4445 3.0848 -0.344
O -1.4854 -0.9432 2.9912 -0.479
N -2.1549 -3.3899 1.6790 -0.655
N -2.6778 0.4702 -1.5531 -0.492
N -5.9697 -0.6417 2.2177 -0.351
N -0.9591 0.1607 0.0894 0.156
N -3.2026 -0.9679 0.6030 0.251
N -0.3630 0.9527 -0.9066 -0.154
C -2.3949 -0.1970 -0.1918 0.220
C 2.7517 -1.0741 1.7063 -0.319
C -0.9962 2.0171 -3.3214 -0.428
C 4.2296 -0.5461 2.1777 -0.587
C 1.2534 0.4423 -3.6811 -0.372
C 5.1629 -1.2575 -0.3324 -0.467
C -5.5258 -1.6698 1.3878 -0.372
C -4.6244 -1.2274 0.0752 -0.386
C 3.3832 -0.7741 -2.3971 -0.530
C 0.5813 1.9340 -3.7508 -0.750
C -1.4058 1.1668 -1.9820 0.137
C 2.7134 0.6301 -2.9091 -0.694
C 4.8374 -0.3711 -1.7042 -0.693
C 5.2973 -0.2723 0.9678 -0.603
H 0.6240 1.3102 -0.8792 0.304
H -0.6516 -1.4784 2.7402 0.210
H 3.4487 1.1826 -3.6508 0.253
H 3.6226 -1.4175 -3.3732 0.279
H -4.5126 -2.1151 -0.6998 0.272
H -0.2902 -0.0626 0.8546 0.210
H 1.9479 -0.9095 2.5413 0.242
H 6.3822 -0.4459 1.4351 0.251
H 0.6573 2.3015 -4.8788 0.360
H 4.7547 0.7903 -1.4405 0.270
H -5.7573 -2.8036 1.5853 0.322
H -1.7065 -3.3630 0.7373 0.265
H 4.0489 0.5098 2.7056 0.274
H 4.4577 -2.1806 -0.1965 0.308
H 4.6905 -1.2301 3.0412 0.277
H -1.5285 -3.7738 2.4189 0.291
H 5.2626 0.8733 0.6796 0.310
H 2.8488 -2.2560 1.5721 0.246
H 2.7029 -1.4373 -1.7149 0.308
H 1.4682 -0.0239 -4.7585 0.422
H 5.6769 -0.5041 -2.5176 0.337
H 6.2521 -1.7094 -0.5210 0.331
H 1.1777 2.7332 -3.1195 0.312
H 2.3635 -0.6119 0.7039 -0.187
H -1.2449 3.1749 -3.1699 0.317
H -1.6517 1.6201 -4.2060 0.285
H -5.1223 -0.2653 -0.3692 0.377
H -6.5135 -1.0950 3.0089 0.237
H 0.6340 -0.3640 -3.1035 0.215
H 2.5793 1.3257 -1.9671 0.270

***

52
Properties=species:S:1:pos:R:3:mulliken_charge:R:1 method="wB97M-V/def2-TZVPD" total_charge=+2 de_lowest_kcal_mol=64.3 e_lumo_ev="-9.24 / -8.78" largest_force_ha_per_bohr=0.080 homo_energy_ev="-14.621 / -14.568" e_tot_ev=-42573.527
Mo -0.0152 -0.3516 0.2920 0.936
P 1.0366 1.1071 -1.4610 1.696
Si 0.2202 -2.2598 -1.1326 0.646
O -0.4552 -1.0190 2.4162 -0.620
O 2.1255 -1.1705 0.9807 -0.693
N -0.2766 -1.2999 4.6775 -0.431
N -0.1243 0.8471 3.7689 -0.329
N -1.7448 0.0052 0.1015 -0.537
C 2.2939 0.6283 -2.7252 -1.255
C 1.8074 -3.2713 -1.4578 -1.069
C -5.8501 -0.0205 -0.4981 -0.377
C 2.6789 1.1655 1.8507 -0.784
C -5.0422 -0.9873 -1.1106 -0.667
C 2.8537 -0.0091 0.8903 1.319
C -0.5144 0.9399 -2.4836 -1.074
C -3.0684 -0.0121 -0.0753 0.375
C -3.8936 0.9790 0.5312 -0.324
C -3.6698 -1.0005 -0.9115 0.054
C 4.2426 -0.1686 0.3153 -1.461
C 1.0407 2.9358 -1.4082 -1.293
C -0.2949 -0.5034 3.5604 0.724
C -5.2621 0.9597 0.3140 -0.620
H -6.9320 -0.0367 -0.6374 0.424
H 4.8737 -0.7933 0.9712 0.379
H 1.8099 3.2927 -0.7134 0.394
H 2.2962 1.3990 -3.5141 0.476
H -0.1499 -0.9508 5.6086 0.180
H -0.3675 1.4538 -3.4368 0.503
H -3.3919 1.7353 1.1419 0.400
H 3.6042 1.7824 1.8867 0.371
H -5.8882 1.7065 0.7969 0.398
H 2.2134 0.8405 -0.2593 -1.105
H 2.4082 0.8698 2.8832 0.322
H 2.0348 -0.3415 -3.1764 0.291
H 1.9051 1.8991 1.5623 0.183
H 1.2206 3.3436 -2.4126 0.454
H 3.2992 0.5475 -2.2771 0.371
H 4.1158 -0.6886 -0.6432 0.362
H 2.2808 -3.5419 -0.5068 0.291
H 4.7513 0.7910 0.1464 0.396
H -0.1907 -2.0459 -2.5624 -0.133
H 1.5246 -4.1838 -1.9937 0.413
H -0.2549 1.4759 2.9876 0.136
H 0.0570 3.2883 -1.0642 0.402
H 2.5225 -2.7136 -2.0689 0.285
H -1.3673 1.3905 -1.9718 0.406
H -0.3696 -2.3014 4.5187 0.259
H -0.1034 1.2068 4.7236 0.216
H -3.0238 -1.7480 -1.3904 0.254
H -0.7801 -0.0960 -2.7002 0.189
H -5.5075 -1.7446 -1.7360 0.407
H -0.6782 -3.3308 -0.5972 -0.140

***

53
Properties=species:S:1:pos:R:3:mulliken_charge:R:1 method="wB97M-V/def2-TZVPD" total_charge=+1 de_lowest_kcal_mol=0.0 e_lumo_ev=-3.91 largest_force_ha_per_bohr=0.039 homo_energy_ev=-11.817 e_tot_ev=-30388.607
F -0.7788 1.4213 1.6673 -0.171
O 0.9153 -0.8412 -2.7839 -0.324
O 4.0822 -3.5698 -3.5631 -0.512
O -5.6399 -0.5557 2.3910 -0.352
O 3.2246 -0.6812 -2.6523 -0.396
N 0.4518 0.8318 1.4021 -0.245
N 0.2204 0.3174 -0.8971 0.298
N 1.6699 2.0381 -0.2069 -0.087
C -2.2372 -0.1192 -0.5446 -0.374
C 0.7554 1.0611 0.0413 0.467
C 2.9574 2.7568 1.8517 -0.229
C 3.0336 3.8536 2.9353 -1.211
C 3.5630 -1.8455 -1.8968 -0.271
C 2.1379 -0.8685 -3.4994 -0.314
C -4.5627 -0.7735 0.2767 -0.687
C 4.6223 -2.6684 -2.6047 -0.727
C 1.9077 3.1118 0.8228 -0.842
C -0.8094 -0.7009 -0.6186 -1.502
C -3.0525 -0.7894 0.5584 -0.834
C -5.3402 -1.4908 1.3683 -0.667
C -5.5813 -1.1079 3.6906 -0.734
C 0.5969 0.4330 -2.3072 -0.720
H -0.5574 -1.2528 0.2801 0.516
H 3.9662 -1.5088 -0.9424 0.352
H 3.7632 4.6072 2.6511 0.318
H -5.8328 -0.3199 4.3905 0.252
H 2.0765 4.3704 2.9957 0.371
H 5.2165 -3.2156 -1.8694 0.378
H -2.7326 -0.2186 -1.5073 0.515
H 0.9733 3.4446 1.2650 0.337
H 3.2788 3.4371 3.9035 0.346
H 5.2760 -1.9969 -3.1514 0.306
H -6.2672 -1.8985 0.9601 0.358
H 1.4507 1.0890 -2.4344 0.561
H 1.4783 2.4921 -1.0896 0.327
H -4.7221 -1.2808 -0.6759 0.436
H -6.2963 -1.9264 3.7972 0.309
H -2.1657 0.9492 -0.3409 0.412
H 2.1982 -1.8230 -4.0179 0.338
H 2.6753 -2.4427 -1.6842 0.336
H 0.3870 -0.1483 1.6448 0.388
H 2.2919 3.9513 0.2437 0.489
H -4.5824 -1.4936 3.9091 0.317
H 3.5400 -4.2086 -3.1013 0.323
H -4.7597 -2.3166 1.7857 0.388
H 2.7153 1.8181 2.3456 0.296
H -0.7737 -1.4071 -1.4391 0.618
H -2.8927 -0.3003 1.5192 0.220
H -0.2608 0.8245 -2.8579 0.136
H -4.9153 0.2536 0.2110 0.349
H 2.1697 -0.0730 -4.2436 0.387
H -2.7584 -1.8373 0.6473 0.417
H 3.9242 2.6189 1.3747 0.339

***

49
Properties=species:S:1:pos:R:3:mulliken_charge:R:1 method="wB97M-V/def2-TZVPD" de_lowest_kcal_mol=5.9 e_lumo_ev=0.81 largest_force_ha_per_bohr=0.030 homo_energy_ev=-9.175 e_tot_ev=-30452.517
P 0.8944 1.0635 0.1562 0.942
O 0.0839 -1.2265 1.2424 -0.407
O 0.8323 1.8182 -1.1034 -0.915
O -1.2084 2.4034 1.4112 -0.418
C 2.6006 0.8039 0.8059 -0.889
C -3.4009 2.6784 -0.8936 -0.731
C -2.2630 1.5172 1.0767 -0.519
C 3.5198 0.3449 -0.3186 -0.660
C -1.7063 -3.4163 -0.6944 -0.136
C 0.0318 1.8177 1.6355 -0.595
C -2.5722 1.4835 -0.4229 0.008
C 5.8904 -0.1739 -1.0136 -1.320
C -1.6431 -2.9394 0.7569 -0.497
C -2.6265 3.9865 -0.8050 -1.069
C 4.9822 0.2922 0.1178 -0.361
C -3.1388 -3.7225 -1.1151 -1.373
C -0.2243 -2.6071 1.2453 -0.646
C 0.2212 -0.6549 -0.0318 -0.628
H -2.0213 0.5114 1.4426 0.264
H -3.5678 -4.4926 -0.4778 0.324
H 6.9275 -0.1972 -0.6875 0.398
H -4.3126 2.7461 -0.2938 0.353
H -2.2675 -2.0518 0.8835 0.078
H -2.0582 -3.7221 1.3946 0.539
H 2.9453 1.7663 1.1946 0.521
H 5.2951 1.2850 0.4483 0.309
H -3.7583 -2.8314 -1.0387 0.303
H 0.9281 -1.2247 -0.6564 0.714
H 2.5771 0.0853 1.6253 0.401
H -0.7313 -0.5998 -0.5745 0.141
H -3.2277 4.8121 -1.1804 0.399
H 5.0814 -0.3872 0.9681 0.330
H 3.2138 -0.6451 -0.6655 0.242
H -1.0981 -4.3182 -0.7986 0.321
H -3.6992 2.5048 -1.9306 0.343
H -3.1674 -4.0722 -2.1440 0.387
H -3.1424 1.8786 1.6236 0.416
H -1.7153 3.9201 -1.3940 0.259
H -2.3473 4.1929 0.2240 0.253
H 0.6846 2.6336 1.9666 0.396
H 5.8115 0.4988 -1.8643 0.323
H -1.2917 -2.6593 -1.3623 0.211
H 3.4093 1.0355 -1.1580 0.332
H 0.5187 -3.1553 0.6470 0.379
H -0.1094 -2.8974 2.2927 0.312
H -0.0135 1.0513 2.4227 0.397
H 5.6111 -1.1730 -1.3412 0.324
H -3.1173 0.5608 -0.6410 0.150
H -1.6307 1.4756 -0.9742 0.093